Record 1
The following is a DFT calculation (ωB97M-V/def2-TZVPD) of a molecular structure, C22H41IrNPS4Sb.

Last column: Mulliken charge in e.
Positions of all 71 atoms, in Å:
H1 0.8510 0.8508 -4.5927  0.3620
H2 5.7781 -0.5120 -3.1136  0.3089
C1 3.1794 2.6768 -2.8393  -2.0980
H3 5.7184 1.2220 -2.7783  0.2828
H4 3.4772 2.1109 -5.4100  0.5259
H5 1.0363 3.8115 3.4862  0.3461
C2 2.6431 -1.6813 -3.2302  2.3492
H6 -0.9656 2.8145 4.7709  0.3545
H7 0.2964 -3.3542 2.4643  0.4187
H8 4.7074 -2.4306 -3.2618  0.3111
C3 2.1817 -2.7558 -2.2291  -1.5252
H9 -1.9790 4.0196 3.9650  0.4264
C4 -0.7790 -0.8476 1.8264  -1.3701
C5 -0.7247 2.8733 2.6165  0.7186
H10 5.3471 1.0390 0.2626  0.5556
C6 -0.2441 1.4489 2.4577  0.8284
C7 0.9512 -2.6926 1.8962  -1.3937
H11 3.1723 0.3838 -5.4386  0.2820
H12 -2.4071 2.3085 3.8849  0.3551
H13 0.8699 -2.9873 0.8470  0.1663
H14 6.6062 0.1497 -1.7091  0.5260
P1 2.8576 -0.0376 -2.3463  0.6356
C8 1.0527 1.0410 2.7074  -0.1357
H15 1.9273 -3.6478 -2.8060  0.5798
H16 1.9768 -2.8600 2.2229  0.3603
H17 4.4665 2.1416 -0.7825  0.3425
H18 3.6469 -3.0695 -4.5073  0.5328
C9 -1.1558 0.4803 2.0040  -0.9542
H19 -1.5177 -1.5768 1.5224  0.5321
C10 0.5518 -1.2556 2.0833  0.9367
C11 4.4901 0.0275 -1.4127  2.0097
H20 1.0295 3.7936 1.7151  0.3086
C12 0.4013 3.9001 2.6016  -1.6960
C13 -1.5728 3.0106 3.8842  -1.4673
H21 2.6631 2.8180 -1.8893  0.3522
H22 -1.3721 3.0687 1.7541  0.2686
C14 1.2558 1.6128 -3.9384  -1.5723
H23 2.9227 3.5182 -3.4854  0.6442
H24 1.2840 -2.4428 -1.7020  0.0293
H25 0.6076 1.6861 -3.0715  0.0586
H26 1.1979 2.5651 -4.4704  0.5321
S1 -2.1686 0.0887 -4.6329  -0.5580
H27 5.5404 -1.1586 0.0241  0.6301
C15 1.4465 -0.2880 2.5112  -0.5160
S2 -1.1736 1.6425 -1.1373  -0.4864
H28 4.8735 -2.1351 -1.2728  0.3006
H29 2.9418 -3.0385 -1.5080  0.2821
H30 1.7849 -0.9627 -5.1264  0.2975
S3 -1.1743 -1.5251 -1.2833  -0.5074
H31 3.8073 -1.4981 -0.0048  0.1967
H32 1.2628 -2.5555 -4.6110  0.6279
C16 5.7064 0.2341 -2.3234  -1.9273
C17 1.5022 -1.5508 -4.2562  -1.9414
C18 4.6742 -1.2817 -0.6297  -1.9430
H33 2.4750 -0.5702 2.7058  0.2880
H34 3.5759 1.0531 0.2860  0.3160
Ir1 0.1586 0.0744 -0.3928  1.8612
C19 3.9062 -2.1662 -3.9499  -2.0086
C20 2.7233 1.3908 -3.5479  2.2145
C21 3.5544 1.1940 -4.8207  -1.8708
H35 1.7913 1.7570 3.0434  0.3222
H36 4.2541 2.7111 -2.6751  0.3170
S4 -4.6221 0.1798 -1.4581  -0.5820
Sb1 -2.6330 0.0653 -2.4469  0.7099
H37 4.2901 -1.4411 -4.6656  0.2913
C22 4.4519 1.1444 -0.3550  -1.8990
H38 4.6107 1.0169 -4.6258  0.2806
N1 1.7975 0.1056 -1.1445  -0.9134
H39 0.5891 -1.1363 -3.8252  0.2153
H40 -2.1801 0.7651 1.7901  0.5398
H41 -0.0155 4.9074 2.6017  0.4348

Forces on atoms 1 to 2 (eV/Å):
-0.031 -0.028 -0.011
0.005 0.024 0.027

Computed properties:
* Kohn-Sham gap (alpha / beta): 0.2389 / 0.2161 hartree
* HOMO level (alpha / beta): -7.6 / -7.5 eV
* energy relative to the best compared isomer or geometry (same formula, charge and spin): 0.0 kcal per mole
* expectation value of S²: 0.76
* 2S+1: 2
* total charge: 0
* calculated total energy: -86976.5684 eV
* F_max: 0.010 Eh/bohr
* molecular weight: 792.80 g/mol

***

Record 2
The following is a DFT calculation (ωB97M-V/def2-TZVPD) of a molecular structure, C23H43ClN4Os in a non-equilibrium geometry.

Last column: Mulliken charge in e.
Positions of all 72 atoms, in Å:
C1 3.6106 -0.4844 0.0435  1.1697
H1 -1.8298 -4.0512 0.8967  0.3786
H2 -2.6214 0.0409 -2.0599  0.1970
C2 -0.0071 -5.2132 -0.8373  -1.9791
C3 0.0546 3.8453 0.0636  5.2474
C4 -0.7842 -3.7238 1.0135  -0.9388
H3 0.7161 2.6090 -1.5735  -0.1278
H4 -0.5547 5.8911 -0.3306  0.6041
H5 -1.9468 -3.1247 -1.2306  0.3919
H6 4.2074 0.9524 1.5287  0.4289
H7 -4.1009 -0.9190 -1.7215  0.3564
C5 -3.6184 0.5416 -0.2317  2.0540
N1 -2.9108 1.8456 -0.1746  0.1566
H8 2.7439 0.3546 -1.7989  0.4073
N2 2.9033 -1.7853 -0.0296  0.4737
H9 4.1921 -0.7452 2.1234  0.3637
H10 0.3274 0.5346 2.1739  0.2692
H11 -5.0115 1.0658 1.3599  0.4289
H12 -2.9089 -0.3162 1.6315  0.4581
H13 0.9576 5.7058 0.5469  0.5821
H14 -0.2612 -4.3578 1.7408  0.2865
C6 2.7980 0.5340 -0.7252  -0.2711
C7 -2.4464 3.9697 -0.4884  -0.6425
N3 -1.3184 3.2855 -0.0602  -0.3076
H15 2.2391 -4.8896 0.8171  0.3472
H16 -1.0326 -5.5616 -1.0150  0.4133
H17 -5.5189 -0.2535 0.3125  0.4536
C8 0.2472 -0.5350 1.9070  -1.7202
C9 0.8540 3.0659 1.0941  -2.0920
C10 -0.8727 -2.9064 -1.2980  -0.6473
H18 3.1384 1.5532 -0.5273  0.4636
H19 0.4561 -5.8823 -0.1021  0.4291
C11 -5.0109 0.7123 0.3264  -2.3077
C12 -2.8424 -0.4881 0.5568  -0.0715
H20 -4.4724 3.1397 -0.8230  0.3324
H21 -0.7369 -0.8819 2.2702  0.7330
C13 -1.6300 2.0070 0.1448  -0.0245
H22 1.7333 0.5485 -0.3486  -0.9723
C14 -0.0529 5.3058 0.4410  -3.8137
C15 2.3262 -3.8604 0.4705  -0.5030
H23 1.0439 -1.0975 2.4222  0.5607
H24 -0.7619 -1.8063 -1.0533  -0.6261
C16 -3.6485 0.0799 -1.6753  -1.5139
C17 0.7719 3.6630 -1.2664  -2.0072
H25 -0.7767 -2.6908 1.3975  -0.0150
H26 5.0184 -1.0218 -1.5361  0.4052
H27 5.5199 0.3137 -0.4760  0.4195
Cl1 0.0704 0.1679 -2.2939  -0.4478
H28 -0.5700 5.4521 1.3933  0.3964
C18 3.3446 -2.9549 0.5343  -0.4301
H29 0.3068 4.2919 -2.0317  0.3713
H30 2.6483 0.1226 1.8812  0.0332
C19 3.6700 -0.0142 1.4904  -0.9505
H31 -0.5297 -3.0111 -2.3273  0.3228
H32 1.8925 3.4400 1.1002  0.5618
H33 4.3622 -3.0615 0.9280  0.3271
N4 1.2819 -3.2443 -0.1928  0.5481
C20 5.0200 -0.6631 -0.5005  -1.9540
H34 0.4417 3.1662 2.1039  0.4588
C21 -0.0916 -3.7824 -0.3377  1.1063
C22 1.5779 -1.9124 -0.3885  -0.2870
H35 -4.2492 0.7663 -2.2769  0.3903
C23 -3.4494 3.0603 -0.5471  -0.5311
H36 0.5414 -5.2756 -1.7846  0.3254
H37 0.8832 1.9974 0.8212  -0.4444
H38 5.6087 -1.3542 0.1145  0.3720
H39 -1.7598 -0.3649 0.2646  -0.5313
H40 1.8239 3.9593 -1.1461  0.4300
H41 -3.2231 -1.5059 0.3491  0.4820
H42 -2.3963 5.0053 -0.7055  0.4193
Os1 0.2344 -0.6456 -0.0793  -1.6334
H43 -5.6213 1.3916 -0.2680  0.4345

Forces on atoms 1 to 2 (eV/Å):
-0.553 -0.730 0.190
0.254 -0.030 0.209

Computed properties:
* Kohn-Sham gap (alpha / beta): 0.0495 / 0.1728 hartree
* HOMO level (alpha / beta): 3.0 / -0.3 eV
* expectation value of S²: 6.02
* 2S+1: 5
* total charge: -2
* calculated total energy: -45491.6344 eV
* F_max: 0.068 Eh/bohr
* molecular weight: 601.31 g/mol

***

Record 3
The following is a DFT calculation (ωB97M-V/def2-TZVPD) of 2 unconnected molecules or ions with the total composition C4H7NO2 in a non-equilibrium geometry.

Last column: Mulliken charge in e.
Positions of all 14 atoms, in Å:
H1 -0.2082 1.4900 -1.8791  0.3444
O1 0.5780 0.9542 -2.0501  -0.5523
C1 -0.3363 0.2339 2.3926  -0.7705
C2 0.0672 -0.0188 1.1474  -0.1467
C3 0.8308 0.1997 -0.9105  0.6168
H2 1.1772 0.6145 0.4380  0.0630
O2 1.8407 -0.6951 -1.1983  -0.4565
H3 -1.3386 0.5969 2.6022  0.2430
C4 -0.2951 -0.3362 -0.1266  0.0813
H4 -1.5134 -1.2580 -1.5100  0.2239
N1 -1.4967 -0.7648 -0.6282  -0.4393
H5 2.5849 -0.1888 -1.5517  0.3298
H6 -2.2272 -0.9550 0.0402  0.2230
H7 0.3367 0.1276 3.2342  0.2401

Forces on atoms 1 to 2 (eV/Å):
0.142 0.017 -0.013
-0.070 -0.057 0.281

Computed properties:
* Kohn-Sham gap: 0.2987 hartree
* HOMO level: -7.6 eV
* energy relative to the best compared isomer or geometry (same formula, charge and spin): 120.4 kcal per mole
* 2S+1: 1
* total charge: 0
* calculated total energy: -9842.0572 eV
* F_max: 0.022 Eh/bohr
* molecular weight: 101.10 g/mol

***

Record 4
The following is a DFT calculation (ωB97M-V/def2-TZVPD) of a molecular structure, C26H20CeCl2N5O4 in a non-equilibrium geometry.

Last column: Mulliken charge in e.
Positions of all 58 atoms, in Å:
H1 -20.1250 8.2450 7.7731  0.4363
Cl1 -19.7973 8.1974 5.3725  -0.0154
H2 -21.0207 6.1600 2.1258  0.6531
C1 -23.9494 3.3547 4.5579  0.5257
H3 -15.8208 11.0691 6.9407  0.5611
H4 -15.3936 5.3068 -1.4024  0.4752
H5 -19.5887 4.0675 5.6666  0.4514
H6 -13.1272 4.1535 7.5110  0.5379
C2 -22.4897 4.9310 3.2026  -1.1047
N1 -15.3585 7.2481 6.1760  0.2673
H7 -20.8109 6.7513 7.0050  0.3423
N2 -15.7275 4.6009 5.4853  0.0996
C3 -22.6795 4.1123 4.3094  0.9307
N3 -16.2039 6.3547 2.2412  0.1944
C4 -14.7056 6.4126 0.3745  -0.8099
C5 -17.1551 5.7084 1.4915  0.3038
N4 -18.8005 5.3986 3.3286  0.2666
N5 -16.5492 8.9981 4.4570  0.2178
H8 -17.3262 9.3498 2.5916  0.4284
H9 -19.2804 5.0927 1.2960  0.5420
C6 -14.7494 4.8814 6.3565  0.4273
H10 -24.5334 3.6134 2.7384  0.3126
H11 -13.7830 6.7399 -0.1419  0.4114
C7 -16.0120 9.4589 5.6222  0.6751
H12 -13.9225 1.7379 7.4153  0.4798
C8 -14.4893 6.2717 6.6530  0.3564
O1 -24.1078 2.8856 5.6911  -0.5013
C9 -16.1489 10.8169 5.9380  -0.5612
H13 -23.2034 5.0126 2.4056  0.2348
C10 -15.0589 6.7764 1.6443  -0.0627
C11 -20.3692 4.3338 4.9666  -0.1793
H14 -16.7373 12.7669 5.1989  0.4850
C12 -14.4068 2.5190 6.8228  -0.4151
O2 -13.4474 6.6147 7.1911  -0.5170
Cl2 -18.3871 6.6524 7.3316  -0.0164
C13 -16.8607 5.3037 0.1576  -0.7760
C14 -21.2146 5.4775 2.9622  -0.3976
O3 -14.8861 9.0676 7.5575  -0.5331
C15 -16.6760 11.6825 5.0363  -0.4242
C16 -15.3668 2.2329 5.8449  -0.6895
C17 -20.0995 5.1158 3.7586  0.1111
C18 -13.9817 3.8445 6.9269  -0.5751
H15 -17.6892 4.7794 -0.3086  0.5123
C19 -15.6260 5.6872 -0.4086  -0.3903
H16 -15.6632 1.1879 5.6073  0.3967
C20 -17.1864 11.1490 3.8034  -0.8559
H17 -17.6832 11.8710 3.1435  0.4362
C21 -15.9773 3.2869 5.1703  -0.1026
O4 -24.9083 3.3182 3.5943  -0.4211
H18 -21.7977 3.4248 6.2578  0.4643
C22 -15.3699 8.5559 6.5519  -0.0249
Ce1 -17.0123 6.5899 4.6478  0.2303
H19 -14.3830 7.4979 2.1586  0.4369
C23 -20.0108 7.4651 6.9823  -0.3084
C24 -17.0447 9.8237 3.5489  0.0368
C25 -18.4387 5.3941 2.0174  -0.0802
H20 -16.7129 3.1364 4.3997  0.5238
C26 -21.6738 3.9407 5.2814  -1.0022

Forces on atoms 1 to 2 (eV/Å):
0.116 -0.562 -0.853
-0.189 -0.037 0.070

Computed properties:
* Kohn-Sham gap (alpha / beta): 0.1743 / 0.1735 hartree
* HOMO level (alpha / beta): -17.0 / -17.0 eV
* energy relative to the best compared isomer or geometry (same formula, charge and spin): 35.0 kcal per mole
* 2S+1: 1
* total charge: +3
* calculated total energy: -80874.0778 eV
* F_max: 0.095 Eh/bohr
* molecular weight: 677.50 g/mol